# 1
Molecular formula: C37H69N2O15PS2
Method: DFT, the ωB97M-V functional and the def2-TZVPD basis

## Properties
Kohn-Sham gap	7.8	eV
charge	0
SMILES	O=C(NP(=O)(O)O)OCCCSC(=S)N(c1ccccc1)c1ccccc1.COCCOC.COCCOC.COCCOC.COCCOC.COCCOC
2S+1	1
energy	-3826.94131	hartree

Cartesian coordinates (Å):
O  6.17  -0.60  3.43
C  5.94  0.37  2.81
N  5.86  0.39  1.41
P  4.61  -0.51  0.74
O  3.35  -0.47  1.49
O  4.43  0.15  -0.70
O  5.12  -1.98  0.51
O  5.81  1.60  3.39
C  4.40  1.97  3.48
C  4.28  3.23  4.30
C  3.04  4.03  3.91
S  1.58  2.98  3.78
C  0.26  3.99  4.37
S  0.47  5.20  5.43
N  -1.06  3.66  3.94
C  -1.37  2.27  4.12
C  -1.05  1.68  5.34
C  -1.36  0.35  5.60
C  -2.02  -0.42  4.64
C  -2.32  0.17  3.42
C  -2.01  1.50  3.16
C  -1.44  4.21  2.66
C  -0.64  4.29  1.53
C  -1.13  4.85  0.37
C  -2.44  5.32  0.29
C  -3.25  5.22  1.41
C  -2.75  4.68  2.58
H  5.90  1.33  1.04
H  3.55  0.55  -0.70
H  5.11  -2.18  -0.44
H  3.88  1.15  3.96
H  4.01  2.14  2.48
H  5.13  3.86  4.05
H  4.32  3.03  5.37
H  2.88  4.82  4.63
H  3.22  4.51  2.95
H  -0.55  2.25  6.11
H  -1.13  -0.11  6.54
H  -2.27  -1.45  4.84
H  -2.82  -0.44  2.67
H  -2.29  1.92  2.20
H  0.37  3.91  1.55
H  -0.50  4.92  -0.50
H  -2.83  5.76  -0.61
H  -4.28  5.56  1.39
H  -3.38  4.60  3.45
C  2.69  -5.15  -4.95
O  4.04  -5.04  -5.37
C  4.56  -3.73  -5.22
C  5.42  -3.60  -3.99
O  4.66  -3.75  -2.80
C  4.79  -5.04  -2.21
H  2.45  -6.21  -4.88
H  2.52  -4.69  -3.98
H  2.02  -4.69  -5.69
H  3.76  -2.99  -5.21
H  5.19  -3.53  -6.10
H  5.86  -2.59  -3.97
H  6.25  -4.31  -4.01
H  5.76  -5.14  -1.72
H  4.68  -5.83  -2.96
H  4.00  -5.15  -1.47
C  -3.60  -2.04  -0.11
O  -4.42  -1.46  0.88
C  -4.92  -0.18  0.53
C  -6.35  -0.24  0.04
O  -6.46  -0.96  -1.18
C  -6.92  -2.29  -1.01
H  -3.46  -3.09  0.14
H  -4.06  -1.98  -1.11
H  -2.62  -1.55  -0.14
H  -4.28  0.28  -0.23
H  -4.88  0.44  1.43
H  -6.70  0.78  -0.15
H  -6.99  -0.69  0.81
H  -7.99  -2.30  -0.81
H  -6.40  -2.80  -0.19
H  -6.72  -2.84  -1.93
C  9.65  -5.46  -3.14
O  9.15  -4.23  -3.63
C  9.94  -3.11  -3.24
C  10.85  -2.64  -4.35
O  11.83  -3.61  -4.67
C  11.52  -4.37  -5.83
H  9.14  -6.26  -3.67
H  10.73  -5.56  -3.32
H  9.45  -5.56  -2.07
H  10.52  -3.35  -2.34
H  9.25  -2.30  -2.98
H  11.37  -1.74  -4.02
H  10.26  -2.39  -5.24
H  11.69  -3.77  -6.73
H  10.49  -4.73  -5.81
H  12.20  -5.23  -5.85
C  -6.42  6.37  4.38
O  -6.05  5.05  4.77
C  -5.33  5.02  6.00
C  -6.21  4.62  7.16
O  -7.21  5.59  7.42
C  -8.48  5.24  6.90
H  -7.15  6.28  3.58
H  -6.87  6.92  5.21
H  -5.55  6.91  4.01
H  -4.86  5.99  6.20
H  -4.54  4.27  5.89
H  -5.59  4.54  8.06
H  -6.66  3.64  6.97
H  -8.95  4.46  7.51
H  -8.42  4.90  5.87
H  -9.11  6.13  6.94
C  -5.08  -3.89  -5.38
O  -5.76  -3.00  -4.52
C  -5.19  -1.70  -4.46
C  -5.95  -0.71  -5.32
O  -5.86  -1.03  -6.70
C  -7.01  -1.68  -7.20
H  -5.71  -4.76  -5.53
H  -4.87  -3.43  -6.35
H  -4.13  -4.21  -4.93
H  -4.13  -1.74  -4.76
H  -5.23  -1.37  -3.42
H  -5.51  0.28  -5.18
H  -6.99  -0.67  -5.00
H  -7.83  -0.97  -7.32
H  -7.33  -2.50  -6.55
H  -6.75  -2.09  -8.18

Löwdin atomic charge list, values in e, 99 entries: 0.19 -0.63 0.05 0.36 -0.24 -0.10 -0.08 -0.01 -0.21 -0.21 -0.47 0.97 -1.08 0.74 -0.11 -0.25 -0.05 -0.07 -0.08 -0.07 -0.01 -0.25 -0.03 -0.08 -0.09 -0.07 -0.01 0.12 0.09 0.08 0.13 0.11 0.12 0.12 0.03 0.09 0.11 0.10 0.10 0.09 0.11 0.08 0.10 0.10 0.10 0.11 -0.11 -0.19 -0.20 -0.20 -0.20 -0.10 0.09 0.08 0.09 0.13 0.13 0.13 0.12 0.09 0.09 0.09 -0.10 -0.20 -0.21 -0.20 -0.20 -0.10 0.09 0.07 0.09 0.13 0.12 0.13 0.13 0.09 0.09 0.08 -0.11 -0.21 -0.20 -0.21 -0.19 -0.11 0.09 0.08 0.09 0.13 0.12 0.13 0.13 0.09 0.08 0.09 -0.11 -0.20 -0.20 -0.20 -0.19


# 2
Molecular formula: C37H70INO17P2S
Method: DFT, the ωB97M-V functional and the def2-TZVPD basis

## Properties
Kohn-Sham gap	7.7	eV
charge	0
SMILES	CO[C@H]([C@@H](OC[PH2]=S)c1ccccn1)P(O)I.CCOC(C)=O.CCOC(C)=O.CCOC(C)=O.CCOC(C)=O.CCOC(C)=O.CCOC(C)=O.CCOC(C)=O
2S+1	1
energy	-4164.07966	hartree
relative energy (zero: lowest compared OMol25 entry of this formula, charge and spin)	279.2	kJ/mol

Cartesian coordinates (Å):
C  -1.04  4.01  2.80
O  -1.41  3.21  1.65
C  -1.47  4.03  0.44
C  -3.03  4.25  0.10
O  -3.81  3.68  1.20
C  -4.93  2.89  0.72
P  -6.57  3.88  0.65
S  -7.28  3.92  -1.19
C  -3.47  5.81  0.04
C  -2.76  6.93  0.81
C  -3.16  8.44  0.83
C  -4.44  8.70  -0.06
C  -5.00  7.46  -0.79
N  -4.60  6.11  -0.78
P  -0.52  3.00  -0.87
O  -0.20  4.11  -2.17
I  -1.91  1.14  -1.68
H  -1.52  5.05  2.82
H  0.09  4.13  2.81
H  -1.36  3.49  3.78
H  -0.87  4.99  0.58
H  -3.28  3.78  -0.91
H  -4.75  2.34  -0.26
H  -5.11  2.07  1.52
H  -7.56  3.21  1.45
H  -6.42  5.21  1.19
H  -1.84  6.63  1.44
H  -2.64  9.24  1.44
H  -4.90  9.74  -0.15
H  -5.93  7.68  -1.44
H  -0.18  4.99  -1.72
O  -5.83  -0.56  1.79
C  -4.81  -1.14  2.08
O  -4.24  -0.94  3.28
C  -3.15  -1.72  3.79
C  -1.82  -1.18  3.31
C  -4.12  -2.02  1.08
H  -3.28  -2.78  3.56
H  -3.20  -1.63  4.88
H  -1.74  -1.24  2.22
H  -1.00  -1.74  3.75
H  -1.72  -0.13  3.58
H  -3.49  -1.40  0.43
H  -4.88  -2.52  0.47
H  -3.52  -2.81  1.53
O  0.02  -2.00  -1.78
C  0.69  -2.07  -2.78
O  2.03  -1.88  -2.71
C  2.94  -2.13  -3.79
C  3.04  -0.93  -4.71
C  0.06  -2.26  -4.13
H  2.67  -3.05  -4.32
H  3.91  -2.31  -3.33
H  2.08  -0.70  -5.17
H  3.77  -1.10  -5.49
H  3.33  -0.04  -4.14
H  -0.28  -1.30  -4.51
H  -0.81  -2.92  -4.01
H  0.71  -2.74  -4.86
O  2.02  -0.20  -7.29
C  2.43  0.78  -7.85
O  2.52  0.80  -9.20
C  2.80  1.97  -9.97
C  4.30  2.20  -10.09
C  2.95  1.96  -7.08
H  2.28  2.85  -9.57
H  2.39  1.79  -10.97
H  4.76  2.37  -9.12
H  4.51  3.05  -10.73
H  4.78  1.31  -10.52
H  3.99  1.78  -6.80
H  2.35  2.07  -6.17
H  2.87  2.91  -7.61
O  1.00  6.58  2.95
C  2.03  6.02  3.24
O  2.59  6.22  4.45
C  3.69  5.46  4.97
C  5.02  6.03  4.50
C  2.75  5.15  2.25
H  3.58  4.40  4.74
H  3.63  5.55  6.06
H  5.12  5.97  3.41
H  5.85  5.48  4.95
H  5.10  7.08  4.78
H  3.37  5.79  1.61
H  2.01  4.64  1.63
H  3.36  4.37  2.70
O  -4.34  -5.72  1.24
C  -4.47  -6.08  2.39
O  -3.83  -5.42  3.38
C  -4.07  -5.64  4.78
C  -3.24  -6.79  5.30
C  -5.27  -7.31  2.73
H  -5.13  -5.76  4.99
H  -3.76  -4.72  5.29
H  -3.50  -7.73  4.81
H  -3.37  -6.92  6.37
H  -2.18  -6.62  5.09
H  -4.64  -8.19  2.61
H  -6.11  -7.37  2.04
H  -5.69  -7.29  3.73
O  8.70  -1.41  1.78
C  7.86  -1.55  0.92
O  7.08  -0.51  0.56
C  6.20  -0.52  -0.57
C  4.86  -1.11  -0.21
C  7.60  -2.90  0.31
H  6.66  -1.01  -1.43
H  6.06  0.53  -0.86
H  4.95  -2.16  0.10
H  4.17  -1.06  -1.06
H  4.42  -0.58  0.63
H  6.92  -3.46  0.96
H  8.55  -3.44  0.24
H  7.19  -2.86  -0.69
O  -1.70  -9.08  2.39
C  -0.90  -8.28  1.94
O  -0.40  -7.32  2.72
C  0.69  -6.45  2.35
C  0.19  -5.26  1.57
C  -0.54  -8.30  0.48
H  1.47  -7.01  1.82
H  1.14  -6.11  3.29
H  -0.28  -5.55  0.63
H  1.01  -4.57  1.34
H  -0.57  -4.71  2.15
H  -1.29  -7.75  -0.08
H  -0.52  -9.34  0.14
H  0.45  -7.90  0.27

Löwdin atomic charge list, values in e, 99 entries: -0.09 -0.26 -0.46 -0.25 -0.20 -0.35 0.36 0.00 -0.15 0.00 -0.02 -0.04 -0.13 0.04 0.55 -0.42 0.45 0.09 0.08 0.11 0.11 0.10 0.08 0.10 -0.03 -0.02 0.07 0.09 0.09 0.11 0.04 0.08 -0.52 0.00 -0.23 -0.06 0.02 0.10 0.12 0.07 0.08 0.08 0.08 0.10 0.06 0.05 -0.53 -0.02 -0.23 -0.08 0.02 0.12 0.11 0.05 0.08 0.09 0.10 0.10 0.07 0.08 -0.51 0.00 -0.23 -0.07 0.01 0.12 0.12 0.07 0.08 0.09 0.10 0.10 0.07 0.08 -0.53 0.00 -0.23 -0.07 0.01 0.12 0.12 0.07 0.08 0.09 0.10 0.08 0.07 0.09 -0.52 -0.02 -0.23 -0.06 0.02 0.12 0.11 0.07 0.08 0.08 0.10


# 3
Molecular formula: C37H71BBrCl5IN4O5S
Method: DFT, the ωB97M-V functional and the def2-TZVPD basis

## Properties
Kohn-Sham gap	6.0	eV
charge	+1
2S+1	1
energy	-7642.36196	hartree
relative energy (zero: lowest compared OMol25 entry of this formula, charge and spin)	1034.6	kJ/mol

Cartesian coordinates (Å):
C  2.38  -1.91  1.50
C  1.30  -2.43  0.63
N  0.30  -1.71  -0.29
C  -0.52  -1.04  0.84
B  -1.03  -2.01  2.04
O  -1.87  -3.22  1.98
O  -0.61  -1.62  3.44
C  -0.52  -2.66  -1.23
O  -0.68  -4.05  -0.67
C  -2.09  -2.29  -1.39
C  -3.00  -2.89  -2.57
C  -4.38  -1.93  -2.60
C  -5.48  -2.83  -3.45
N  -5.84  -2.23  -4.81
C  -7.06  -1.37  -4.54
N  -8.20  -1.62  -5.28
N  -7.06  -0.31  -3.46
C  0.49  -2.98  -2.51
Cl  1.26  -4.58  -1.83
C  0.05  -3.56  -3.91
C  -0.53  -5.00  -4.28
C  0.69  -6.02  -4.85
Br  -1.63  -6.09  -3.07
C  1.54  -1.65  -2.64
C  3.16  -1.98  -2.33
C  3.83  -3.23  -3.19
C  4.71  -4.19  -2.13
Cl  5.96  -5.16  -3.15
C  1.75  -0.96  -4.11
C  2.08  0.61  -4.28
C  3.68  0.98  -4.61
C  4.17  0.44  -6.09
S  6.06  0.22  -6.08
O  6.58  -0.47  -7.38
O  6.73  1.64  -6.07
Cl  6.74  -0.80  -4.37
C  0.85  -0.75  -1.39
I  2.57  0.58  -0.69
C  -0.03  0.59  -1.61
Cl  0.11  2.04  -0.37
C  -1.00  0.99  -2.64
C  -1.78  2.47  -2.72
Cl  -1.49  -0.16  -3.95
H  3.51  -1.82  1.24
H  2.06  -1.54  2.59
H  1.26  -3.61  0.82
H  -1.44  -0.43  0.49
H  0.21  -0.22  1.32
H  -2.79  -2.93  2.22
H  -1.01  -0.72  3.66
H  -1.61  -4.37  -0.71
H  -2.24  -1.10  -1.41
H  -2.69  -2.55  -0.38
H  -3.41  -3.94  -2.22
H  -2.60  -2.85  -3.66
H  -4.17  -0.97  -3.27
H  -4.72  -1.65  -1.52
H  -5.02  -3.90  -3.69
H  -6.46  -2.99  -2.82
H  -6.17  -2.99  -5.47
H  -8.96  -0.95  -4.98
H  -6.27  0.34  -3.65
H  -7.96  0.23  -3.43
H  -0.61  -2.75  -4.49
H  1.06  -3.55  -4.58
H  -1.20  -4.86  -5.27
H  1.26  -5.42  -5.69
H  1.37  -6.42  -3.99
H  0.08  -6.91  -5.36
H  3.35  -2.28  -1.21
H  3.86  -1.09  -2.71
H  3.07  -3.84  -3.84
H  4.66  -2.86  -3.97
H  4.05  -4.99  -1.59
H  5.30  -3.48  -1.40
H  2.65  -1.45  -4.75
H  0.86  -1.18  -4.88
H  1.54  0.99  -5.28
H  1.76  1.37  -3.47
H  4.40  0.74  -3.73
H  3.67  2.17  -4.70
H  3.95  1.24  -6.95
H  3.68  -0.56  -6.44
H  -1.05  3.34  -3.06
H  -2.65  2.44  -3.50
H  -2.30  2.74  -1.68
C  1.03  3.27  3.10
C  0.08  4.45  3.17
C  0.61  5.70  2.46
C  1.90  6.28  3.04
C  1.84  6.67  4.52
C  0.83  7.77  4.81
H  1.98  3.48  3.61
H  0.59  2.39  3.59
H  1.25  3.00  2.07
H  -0.15  4.67  4.22
H  -0.87  4.16  2.70
H  -0.17  6.46  2.47
H  0.78  5.45  1.40
H  2.17  7.17  2.45
H  2.72  5.57  2.90
H  2.83  7.03  4.82
H  1.63  5.80  5.14
H  1.04  8.67  4.23
H  0.86  8.03  5.87
H  -0.19  7.44  4.58
C  -0.77  -0.65  7.37
C  -1.72  0.54  7.43
C  -1.19  1.79  6.72
C  0.10  2.37  7.30
C  0.04  2.76  8.78
C  -0.97  3.85  9.07
H  0.18  -0.43  7.87
H  -1.21  -1.52  7.85
H  -0.55  -0.91  6.33
H  -1.95  0.76  8.48
H  -2.67  0.25  6.96
H  -1.97  2.55  6.73
H  -1.02  1.54  5.67
H  0.37  3.26  6.71
H  0.92  1.66  7.16
H  1.03  3.12  9.08
H  -0.17  1.88  9.40
H  -0.76  4.76  8.49
H  -0.94  4.12  10.14
H  -1.99  3.53  8.84

Löwdin atomic charge list, values in e, 99 entries: 0.02 -0.16 -0.11 -0.06 -0.41 0.06 0.03 -0.28 -0.24 -0.14 -0.22 -0.18 -0.23 -0.03 -0.41 0.06 0.05 -0.38 0.77 -0.27 -0.73 -0.17 0.70 -0.25 -0.24 -0.27 -0.53 0.44 -0.18 -0.21 -0.23 -0.25 0.50 -0.41 -0.42 0.35 -0.43 1.12 -0.59 0.45 -0.57 -0.13 0.72 0.09 0.11 0.17 0.14 0.13 0.13 0.12 0.08 0.10 0.15 0.09 0.10 0.09 0.12 0.13 0.13 0.13 0.04 0.08 0.09 0.09 0.12 0.12 0.09 0.07 0.09 0.07 0.07 0.09 0.08 0.06 0.09 0.12 0.09 0.14 0.07 0.08 0.14 0.15 0.11 0.11 0.08 0.09 -0.11 -0.27 -0.22 -0.22 -0.27 -0.11 0.07 0.06 0.03 0.10 0.10 0.10 0.10


Which value of energy does entry 2 give? -4164.07966 hartree


What is the energy in the third record? -7642.36196 hartree


What is the formula in the third record? C37H71BBrCl5IN4O5S